Computed, not measured: 2 unconnected molecules or ions with the total composition C11H23ClNO2Si, with ωB97M-V/def2-TZVPD.

```
39
C11H23ClNO2Si (ωB97M-V/def2-TZVPD)
C -1.42349 1.88904 -0.88822
C -1.52043 -1.41436 -1.76610
C 2.73911 2.13723 2.85911
H 2.69360 -1.52719 1.13536
C -2.00064 -3.75584 -2.34012
H -4.15893 -1.32874 -1.60606
H 2.11718 2.68416 3.58008
H -2.35611 1.63881 -1.39005
O 0.50450 0.48785 1.80773
H 4.11480 -0.76158 1.88090
H -1.78259 0.28693 0.64615
H 0.95994 0.17272 4.74149
H 0.74681 3.46348 -0.69826
N -2.37650 -2.34490 -2.11582
C 0.93133 2.47849 -1.14348
H 2.54218 -0.63166 4.72214
H 1.83532 2.49528 -1.75398
H 1.13791 -1.39699 3.94817
H -4.36492 -2.88855 -2.45886
Si 2.07456 0.42658 2.53747
H -0.08344 1.00361 -2.32610
H -1.43335 -4.14109 -1.49087
C 3.15064 -0.56306 1.39195
H 2.80959 2.74158 1.94513
C -3.77146 -1.97263 -2.40219
H 3.74959 2.05483 3.28482
O 1.22894 1.54598 -0.01679
C 1.63820 -0.43717 4.12963
H -2.93488 -4.31468 -2.44989
H 3.35282 -0.03044 0.45274
C -0.27032 1.98924 -1.88833
H -1.41187 -3.86421 -3.25866
H -0.51639 2.68898 -2.69189
C -1.05462 0.86400 0.08180
C 0.20967 0.97862 0.61760
H -1.81590 -0.36340 -1.82228
H -3.85041 -1.43615 -3.35688
H -1.53626 2.88023 -0.41075
Cl 0.12583 -1.73501 -1.48667
```

**Total charge**: +1
**E_HOMO**: -10.5 eV
**Maximum force**: 2.5 eV/Å
**Frontier orbital gap**: 0.2209 Ha
**Energy relative to the best compared isomer or geometry (same formula, charge and spin)**: 104.8 kJ/mol
**Molecular weight**: 264.85 g/mol

Here are the Mulliken charges for atoms 1 to 5, given in e:
1 C -1.02
2 C 0.15
3 C -0.95
4 H 0.25
5 C -0.84


Computed, not measured: C11H23F2NO3S in the gas phase, with ωB97M-V/def2-TZVPD.

```
41
C11H23F2NO3S (ωB97M-V/def2-TZVPD)
C -0.25517 -3.17767 1.17058
S 2.93433 2.67084 -1.64535
H -0.79857 1.44857 1.59342
H 0.28851 0.71211 3.17936
H -0.04502 0.46379 -3.78269
H 1.46631 2.33769 -4.09641
H 0.52817 -1.31987 -0.65647
C -1.28509 -0.43266 -1.42601
H 1.21538 -1.07835 1.87945
H -0.30201 -0.27628 0.47738
C 0.70252 -1.37336 2.79673
H -2.00687 -1.95848 0.90387
H -1.66588 1.54828 -2.24002
O 3.28322 1.41405 -2.19298
H -0.72207 -4.16595 1.21957
H 1.48452 -1.48031 3.55529
H -2.49315 1.48783 2.11445
C -1.14165 -2.27324 0.30929
H -0.09464 2.94473 -3.50805
C -0.46665 -1.04007 -0.28728
O -1.46484 -0.21725 2.63938
H -0.48198 1.50593 -0.94853
H -1.53351 -2.86960 -0.52309
C 0.29774 0.94663 -2.86227
H 0.57264 -3.50430 3.10605
H -0.97706 -2.68867 3.12724
H -2.34087 -0.41684 -1.13789
C -1.69743 0.83886 1.73537
H -2.00723 0.44297 0.76344
C 0.77488 2.33734 -3.25104
F 1.34560 4.42136 -2.42597
N 1.33933 3.05607 -2.09295
H -1.21370 -1.10007 -2.29396
H 1.13461 0.34792 -2.49569
F 2.62171 2.37577 -0.14218
C -0.01237 -2.72408 2.61162
C -0.20885 -0.25832 3.29518
H 0.70984 -3.32279 0.66801
H -0.40604 -0.39998 4.36324
C -0.83100 0.96681 -1.83591
O 3.75236 3.81056 -1.66417
```

**Total charge**: 0
**E_HOMO**: -9.7 eV
**Maximum force**: 0.9 eV/Å
**Frontier orbital gap**: 0.3851 Ha
**Energy relative to the best compared isomer or geometry (same formula, charge and spin)**: 171.8 kJ/mol
**Molecular weight**: 287.37 g/mol
**SMILES**: COCCCCCCCCCCN(F)S(=O)(=O)F

Here are the Mulliken charges for atoms 1 to 5, given in e:
1 C -1.01
2 S 1.14
3 H 0.31
4 H 0.35
5 H 0.34


Computed, not measured: a molecular structure, C11H23FO4Ti, with ωB97M-V/def2-TZVPD.

```
40
C11H23FO4Ti (ωB97M-V/def2-TZVPD)
O 1.04968 -0.55754 -2.78304
H 3.70376 1.46330 -3.03548
C -0.72565 2.92409 1.79486
C -2.80945 0.12111 2.98488
H -0.19896 2.13791 2.33577
H -3.85369 -2.33862 2.14179
H 0.42000 -3.21869 -2.15360
H -2.18026 -2.73603 2.68268
H 2.58815 0.96279 -4.33545
O -1.99199 -0.31402 0.74150
H 2.44797 0.06469 -1.37878
H 2.71831 -2.81845 -1.08470
H -3.74867 -0.15579 3.47576
H 3.08786 -0.85295 -2.74422
C 2.36179 -3.04329 -0.07430
H -0.70013 3.85673 2.36621
H -0.29124 -4.16477 -0.81088
H -0.36159 5.12587 -0.19975
F -1.92055 -0.28287 -2.72933
Ti -0.42214 -0.12089 -0.96484
H -0.90527 -2.57711 -1.19557
H 1.94125 1.95167 -3.08744
H 0.89395 4.98998 1.12274
H 1.24725 4.54876 -0.60174
C 0.01522 -3.16585 -1.14596
C -2.78299 -2.25047 1.90502
H -2.58242 -2.76005 0.96582
C -0.03702 3.21300 0.47346
O 0.43419 -1.93741 0.83539
C 2.67565 1.16290 -3.26557
H -2.01313 0.15870 3.74108
C 2.33181 -0.09373 -2.46685
O -0.05622 2.37477 -0.40708
H -2.95467 1.10297 2.52772
H 2.42710 -4.11871 0.09557
C 0.50436 4.58469 0.19063
H 2.99698 -2.46580 0.59237
C 0.90294 -2.63090 -0.06448
C -2.43913 -0.78290 1.84244
H -1.77305 2.64291 1.71333
```

**Total charge**: -1
**Multiplicity**: 4
**E_HOMO (spin up / spin down)**: -0.8 / -4.4 eV
**Maximum force**: 3.2 eV/Å
**Frontier orbital gap (spin up / spin down)**: 0.1297 / 0.2627 Ha
**Energy relative to the best compared isomer or geometry (same formula, charge and spin)**: 59.8 kJ/mol
**Molecular weight**: 286.17 g/mol
**<S²>**: 3.76

Here are the Mulliken charges for atoms 1 to 5, given in e:
1 O -0.75
2 H 0.37
3 C -0.75
4 C -1.04
5 H 0.33


Computed, not measured: a molecular structure, C11H23IrN3O2SSbSe4, with ωB97M-V/def2-TZVPD.

```
46
C11H23IrN3O2SSbSe4 (ωB97M-V/def2-TZVPD)
H 3.69229 0.83726 1.99730
C 2.22140 0.50902 0.96352
H -1.01934 3.08284 -0.65551
Se 3.07819 -3.89375 1.45964
H 2.08073 2.41812 5.01600
H -0.03509 1.45312 4.43862
Se 0.15819 -6.22796 -0.33302
C 1.48553 1.11755 2.14740
H 2.54629 2.75824 2.84047
Se 1.47481 -2.49397 -1.81171
C 2.13106 1.49176 4.44479
H -2.23463 -1.50495 -4.00619
H 0.91579 2.03478 -1.44840
H 1.02229 0.28573 -2.86390
C -3.16034 0.13916 -1.15646
C 0.83936 0.04804 3.04501
H -1.41174 -2.61840 -1.88913
H 0.14336 2.62128 -2.92399
N 0.08143 0.51925 -2.55483
Ir -0.08710 -0.83083 -0.82662
S -1.78793 0.88104 -0.20798
H -3.70537 -1.70044 -2.11353
H -2.06325 2.50669 -1.93539
H -0.53732 -1.93842 -3.73451
H -3.32905 0.74514 -2.04545
H -2.98297 -1.89070 -0.50797
C 0.79936 0.74802 4.40110
H -4.05090 0.21916 -0.53463
N 2.46290 1.76864 3.02442
C -0.91376 0.17111 -3.58899
H -0.50896 0.31708 -4.59194
O 3.50870 0.42190 1.11484
H 0.72135 1.80148 1.76103
Sb 1.13031 -4.10847 0.06155
C -2.92319 -1.33119 -1.44205
H 0.68897 0.04370 5.22343
O 1.71543 0.18168 -0.11210
C -1.21888 2.23033 -1.30365
Se -0.54948 -2.44885 0.99155
N -1.58519 -1.61158 -1.98821
H -0.12944 -0.26703 2.67506
C 0.05185 1.90980 -2.09532
H 1.47949 -0.83609 3.08477
C -1.34499 -1.27845 -3.41307
H 2.91152 0.87032 4.88517
H -1.76167 0.84884 -3.49114
```

**Total charge**: 0
**E_HOMO**: -6.2 eV
**Maximum force**: 1.5 eV/Å
**Frontier orbital gap**: 0.2073 Ha
**Energy relative to the best compared isomer or geometry (same formula, charge and spin)**: 33.6 kJ/mol
**Molecular weight**: 891.21 g/mol

Here are the Mulliken charges for atoms 1 to 5, given in e:
1 H 0.49
2 C -0.16
3 H 0.49
4 Se -0.63
5 H 0.33


Computed, not measured: a molecular structure, C11H23N2, with ωB97M-V/def2-TZVPD.

```
36
C11H23N2 (ωB97M-V/def2-TZVPD)
C -1.12900 0.88029 -0.51566
H -2.69393 1.89020 0.41917
H 1.53056 0.13066 1.34659
N 3.63802 -0.39854 -0.57957
H -3.99873 0.08096 0.78982
H -3.03603 1.46215 -1.32506
H -1.70311 -1.64463 -0.24201
C -0.30097 0.66370 0.63370
C 1.95614 1.30299 0.01513
N 1.04190 0.17152 0.54469
C -3.85299 -0.78261 -1.05039
C -2.50344 1.03634 -0.55579
C 3.32165 0.85367 0.16235
C -2.16100 -1.23092 0.55711
C 2.70113 -1.33338 -0.42604
H 3.67497 0.62582 0.93812
C 1.32379 -1.01249 -0.31301
H -2.67791 -1.67072 1.35341
H -0.67908 1.93295 -1.23278
H -4.66118 0.04532 -1.48567
H 2.75928 -2.45491 -0.64906
H -0.95262 0.20463 -1.50837
H -1.76215 0.25015 2.38651
H 2.96177 -1.77093 0.93571
H -0.59833 -0.87636 1.91790
H 0.57652 -1.97818 0.09091
H 1.81481 2.18569 0.35572
H 3.60133 -0.38433 -1.47101
C -3.15238 -0.12848 0.01030
H -4.18415 -1.73665 -0.82079
H 4.12095 1.60796 -0.48284
H -3.04309 -0.89180 -1.96951
C -1.21338 -0.07936 1.51353
H -0.20619 1.48861 1.24749
H 1.74680 1.45855 -1.12663
H 1.03223 -0.68106 -1.38021
```

**Total charge**: +1
**E_HOMO**: -13.0 eV
**Maximum force**: 15.2 eV/Å
**Frontier orbital gap**: 0.3781 Ha
**Energy relative to the best compared isomer or geometry (same formula, charge and spin)**: 1233.0 kJ/mol
**Molecular weight**: 183.32 g/mol

Here are the Mulliken charges for atoms 1 to 5, given in e:
1 C -0.46
2 H 0.22
3 H 0.53
4 N -0.11
5 H 0.28


Computed, not measured: C11H23N3O3S in the gas phase, with ωB97M-V/def2-TZVPD.

```
41
C11H23N3O3S (ωB97M-V/def2-TZVPD)
H 5.28300 -2.63465 -1.04634
C -1.22999 -1.56660 0.21622
C 3.20366 0.37253 0.43314
O 1.44177 2.77895 1.37227
N -0.38754 0.49665 -0.90883
C 0.66864 0.69252 -0.01189
S 4.79153 -0.44998 0.14280
O -2.13217 -0.71588 -1.92344
C -1.74455 -1.00785 1.56542
H -1.85778 -1.83526 2.25700
H -5.80599 1.00592 0.65765
H 3.71966 -1.86154 -1.55404
C 1.07224 2.23460 0.09454
H 2.19086 0.54806 -1.40267
H 1.77227 -1.09124 -0.61006
H -4.89808 1.33292 -1.85952
H 2.90625 0.07839 1.48355
H -0.44603 1.31277 -1.47136
H -1.06382 -0.46391 2.10631
H -3.93864 -1.63928 0.09931
O 1.15169 2.94901 -0.92923
H -4.86938 -1.25026 1.75126
H 0.23730 -2.71196 1.05833
C -4.29823 -0.79325 0.80119
H -3.22774 0.26258 2.47300
N -4.29274 0.94394 -1.05690
C 4.32737 -2.08893 -0.51270
H 1.56378 2.03668 2.00017
H -2.72702 0.80098 0.81004
C -1.26679 -0.54664 -0.97842
N 0.10563 -2.18873 0.21916
H -2.12314 -2.21054 -0.08856
H -6.04583 -0.51363 -0.27863
C -5.26670 0.18424 0.00521
H 0.44297 0.28436 0.94622
H 0.21936 -2.70871 -0.69124
H 3.55041 1.43189 0.46050
H 3.79449 -2.83865 0.27017
C 2.02091 0.02142 -0.44373
H -3.63721 0.27826 -1.52040
C -3.04855 -0.04756 1.48664
```

**Total charge**: 0
**E_HOMO**: -8.8 eV
**Maximum force**: 4.8 eV/Å
**Frontier orbital gap**: 0.3359 Ha
**Energy relative to the best compared isomer or geometry (same formula, charge and spin)**: 428.3 kJ/mol
**Molecular weight**: 277.39 g/mol
**SMILES**: CSCC[C@H](NC(=O)[C@@H](N)CCCCN)C(=O)O

Here are the Mulliken charges for atoms 1 to 5, given in e:
1 H 0.31
2 C 0.30
3 C -0.59
4 O -0.50
5 N 0.11